Below is a structure of composition C50H44BrN5O4P2Pb in a non-equilibrium geometry, with properties calculated with ωB97M-V with the def2-TZVPD basis set.

HOMO level = -12.6884 eV
Net charge = +2
LUMO energy = -5.58 eV
Strongest force on any atom = 1.4 eV/A
Energy relative to the best compared isomer or geometry (same formula, charge and spin) = 247.1 kJ/mol

The geometry in XYZ format:
```
107
Properties=species:S:1:pos:R:3:forces:R:3
Pb 1.4544 -1.4388 0.6904 0.25 0.00 0.28
O 2.2958 -2.9178 -6.3248 0.14 0.05 0.05
C 3.4714 -2.5789 -5.6207 -0.21 -0.10 0.06
C 3.1152 -2.4293 -4.1684 -0.05 0.00 0.01
C 3.9874 -1.8107 -3.2813 0.20 0.01 -0.06
C 3.5994 -1.6620 -1.9671 -0.01 -0.03 0.25
N 2.4237 -2.1081 -1.5087 -0.11 -0.08 -0.03
C 1.5907 -2.7538 -2.3410 -0.11 0.05 0.18
C 1.9029 -2.9093 -3.6823 -0.09 -0.12 -0.14
C 0.3035 -3.2675 -1.7547 0.04 0.11 0.01
C -0.4735 -4.1972 -2.4212 0.04 -0.06 -0.06
C -1.6875 -4.6127 -1.8822 0.07 -0.13 -0.20
C -2.5476 -5.6166 -2.6212 0.30 -0.13 -0.15
O -1.8215 -6.4096 -3.5433 -0.07 0.30 0.21
C -2.0903 -4.0629 -0.6764 -0.29 -0.07 0.06
C -1.2610 -3.1657 -0.0433 0.07 0.15 0.25
N -0.0842 -2.7878 -0.5513 0.19 0.15 -0.38
H 2.5113 -3.1024 -7.2428 0.02 -0.03 -0.09
H 3.9142 -1.6458 -5.9769 -0.02 0.09 -0.05
H 4.2383 -3.3544 -5.7071 0.03 -0.07 -0.02
H 4.9542 -1.4342 -3.6086 -0.18 -0.05 0.06
H 4.2439 -1.1578 -1.2478 -0.12 -0.05 -0.11
H 1.2222 -3.3869 -4.3771 0.06 0.08 0.12
H -0.1486 -4.6351 -3.3544 0.00 0.03 -0.01
H -3.2775 -5.0603 -3.2045 -0.13 0.08 -0.10
H -3.1075 -6.2183 -1.9075 -0.03 -0.10 0.10
H -1.4155 -7.1551 -3.0888 -0.06 -0.02 0.02
H -3.0366 -4.3343 -0.2165 0.13 0.03 -0.06
H -1.5385 -2.7375 0.9162 0.05 -0.08 -0.20
N 0.6116 1.9908 0.4117 0.29 -0.31 0.10
P 0.4217 0.8093 -0.8094 -0.66 0.45 0.30
C 0.8118 1.6624 -2.3666 0.03 -0.18 -0.02
C 0.1441 2.8603 -2.6448 0.07 -0.04 -0.09
C 0.3601 3.4989 -3.8561 0.02 -0.04 0.01
C 1.2143 2.9337 -4.8019 -0.06 0.10 0.01
C 1.8621 1.7388 -4.5327 0.06 -0.07 0.00
C 1.6673 1.1043 -3.3107 0.06 -0.09 0.04
C -1.3731 0.5497 -1.0386 -0.11 -0.06 -0.04
C -1.7709 -0.1263 -2.2010 0.14 0.01 0.03
C -3.1103 -0.4069 -2.4237 0.01 -0.05 -0.02
C -4.0650 -0.0411 -1.4774 0.10 -0.07 -0.09
C -3.6854 0.6438 -0.3336 0.13 -0.25 -0.44
C -2.3392 0.9530 -0.1155 0.22 0.09 -0.21
P 1.6763 1.6153 1.7345 0.21 0.11 -0.09
C 1.5257 3.0514 2.8541 -0.12 -0.07 -0.15
C 1.6764 4.3601 2.3890 0.00 0.15 0.04
C 1.5563 5.4294 3.2668 0.02 -0.06 -0.02
C 1.3171 5.1999 4.6216 0.00 0.05 -0.07
C 1.1998 3.9033 5.0982 0.01 -0.09 -0.03
C 1.2985 2.8316 4.2129 -0.04 -0.16 0.05
C 3.3696 1.8448 1.0631 0.07 0.01 -0.05
C 3.6762 1.9235 -0.2975 0.11 0.06 0.12
C 5.0066 1.9812 -0.7224 -0.18 -0.01 -0.02
C 6.0347 1.9472 0.2052 0.07 0.00 0.06
C 5.7396 1.8652 1.5648 -0.09 0.00 0.02
C 4.4193 1.8111 1.9906 0.08 -0.03 -0.06
H 0.6290 2.9504 0.0984 -0.18 0.28 -0.15
H -0.5649 3.2809 -1.9363 0.05 -0.04 -0.05
H -0.1516 4.4296 -4.0713 0.04 -0.07 0.00
H 1.3657 3.4286 -5.7550 -0.01 -0.04 0.09
H 2.5193 1.2974 -5.2755 -0.07 0.05 0.09
H 2.1869 0.1732 -3.0933 -0.13 0.18 -0.05
H -1.0309 -0.3922 -2.9555 -0.10 -0.01 0.09
H -3.4145 -0.8945 -3.3451 0.05 0.02 0.11
H -5.1126 -0.2756 -1.6428 0.13 0.05 0.00
H -4.4287 0.9500 0.3939 0.49 -0.53 -1.22
H -2.0566 1.5748 0.7389 0.01 -0.41 -0.67
H 1.9255 4.5529 1.3476 -0.07 -0.03 0.08
H 1.6684 6.4447 2.9008 0.00 -0.11 0.04
H 1.2388 6.0379 5.3070 0.01 -0.09 -0.10
H 1.0401 3.7238 6.1577 0.02 0.00 -0.17
H 1.2334 1.8120 4.5897 -0.07 0.13 -0.06
H 2.8903 1.9919 -1.0389 0.04 0.01 0.02
H 5.2328 2.0745 -1.7820 -0.07 -0.02 0.15
H 7.0679 2.0005 -0.1243 -0.13 -0.01 0.05
H 6.5433 1.8516 2.2934 -0.09 0.00 -0.06
H 4.2000 1.7577 3.0549 0.04 0.00 -0.10
C 0.9007 -4.1864 3.4245 -0.07 0.17 -0.12
O 0.2399 -3.0268 2.8921 0.31 -0.16 -0.02
C -0.9559 -2.6709 3.4488 0.18 -0.30 0.07
C -1.6826 -3.4461 4.3309 0.01 -0.17 0.10
C -2.9010 -2.9745 4.8033 -0.08 0.03 0.03
Br -3.8810 -4.0439 5.9999 -0.04 -0.03 0.04
C -3.4044 -1.7518 4.4073 -0.05 0.10 -0.14
C -2.6682 -0.9749 3.5134 -0.33 0.33 -0.01
C -1.4532 -1.4458 3.0459 -0.06 0.44 -0.02
O -0.6905 -0.7145 2.1586 0.12 -0.25 -0.24
C -3.2017 0.3161 2.9972 -0.20 0.03 -0.07
N -4.3848 0.4820 2.4815 0.01 0.29 0.31
C -4.4160 1.8119 2.0390 -0.23 0.20 1.16
C -5.4340 2.5041 1.3764 -0.20 0.32 0.37
C -5.1830 3.8091 0.9976 -0.02 -0.19 0.04
C -3.9495 4.4268 1.2752 0.07 -0.01 -0.02
C -2.9326 3.7569 1.9281 -0.03 -0.03 0.10
C -3.1962 2.4367 2.2953 -0.17 0.04 0.55
N -2.4249 1.4553 2.9073 0.17 0.12 0.28
H 0.9956 -4.1113 4.5039 0.01 0.04 0.12
H 1.8918 -4.2095 2.9778 -0.04 0.03 -0.02
H 0.3641 -5.0948 3.1628 -0.09 -0.09 -0.04
H -1.3267 -4.4144 4.6548 0.01 0.06 -0.01
H -4.3626 -1.3937 4.7611 0.06 -0.03 -0.01
H -1.2424 0.0079 1.8243 -0.02 0.21 -0.19
H -6.3875 2.0228 1.1823 0.10 0.06 -0.01
H -5.9494 4.3737 0.4805 0.04 -0.04 0.05
H -3.7964 5.4567 0.9746 -0.02 -0.07 0.02
H -1.9908 4.2425 2.1582 -0.02 -0.04 -0.02
H -1.5422 1.6025 3.3678 0.04 0.07 0.15
```
Forces are in eV/Å.

Atom charges from the Löwdin analysis, given in e for atoms 1 to 8:
1. Pb 1.33
2. O -0.04
3. C -0.19
4. C -0.15
5. C 0.00
6. C -0.13
7. N -0.06
8. C -0.20